Record 1
DFT (ωB97M-V with the def2-TZVPD basis set) results for B2H28NiO10 as an isolated structure in a non-equilibrium geometry.

2S+1 = 3
Max |F| = 4.7 eV/A
E_tot = -63318.87706 eV
Expectation value of S² = 2.004
LUMO (spin up / spin down) = -1.2 / -1.7 eV
Gap between HOMO and LUMO (spin up / spin down) = 8.5 / 8.0 eV

Last column: Löwdin charge in e.
Atoms and positions in Å:
Ni (0.668, 1.813, -1.174)  0.7051
B (-1.149, 3.102, -1.326)  -0.3240
H (-0.551, 3.841, -1.837)  -0.0321
H (-0.649, 3.001, -0.375)  -0.0472
H (-2.178, 3.427, -1.305)  -0.0092
H (-1.002, 2.173, -1.855)  -0.0637
B (0.017, 0.256, 0.297)  -0.4262
H (0.465, 1.186, 0.612)  -0.0026
H (-0.724, 0.542, -0.433)  -0.0168
H (0.793, -0.261, -0.246)  -0.0258
H (-0.404, -0.318, 1.108)  0.0100
O (2.006, -2.557, -0.406)  -0.0429
H (1.721, -1.744, -0.824)  -0.0226
H (1.217, -3.099, -0.374)  0.0297
O (-2.074, -3.197, 0.988)  -0.0453
H (-2.349, -3.988, 0.525)  0.0496
H (-2.271, -2.483, 0.382)  -0.0102
O (-0.924, 0.479, 3.582)  -0.0408
H (-0.324, 0.173, 2.902)  -0.0341
H (-0.353, 0.846, 4.258)  0.0344
O (0.262, 0.235, -2.852)  -0.0218
H (0.500, -0.565, -3.322)  0.0782
H (-0.623, 0.436, -3.154)  0.0725
O (0.228, -2.536, 2.415)  -0.0467
H (-0.543, -2.765, 1.895)  -0.0217
H (0.540, -1.716, 2.034)  -0.0334
O (1.713, 3.110, 0.135)  -0.0106
H (2.618, 3.371, -0.037)  0.0842
H (1.537, 3.426, 1.021)  0.1084
O (1.950, 0.127, 2.287)  -0.0372
H (1.228, 0.066, 1.662)  -0.0732
H (2.640, 0.589, 1.812)  0.0298
O (2.660, 0.914, -1.290)  -0.0071
H (3.401, 1.064, -0.702)  0.0861
H (3.016, 0.368, -1.990)  0.0913
O (-2.947, -0.564, 0.172)  -0.0468
H (-3.385, 0.171, 0.601)  0.0613
H (-2.014, -0.392, 0.293)  -0.0359
O (-1.330, -3.120, -1.697)  -0.0335
H (-2.132, -3.234, -2.206)  0.0510
H (-1.255, -2.173, -1.576)  0.0196

***

Record 2
DFT (ωB97M-V with the def2-TZVPD basis set) results for C32H24N5O6SSeZr as an isolated structure.

2S+1 = 1
Max |F| = 0.8 eV/A
E_tot = -130776.35464 eV
LUMO = 1.9 eV
Total charge = -1
Gap between HOMO and LUMO = 7.2 eV

Last column: Löwdin charge in e.
Atoms and positions in Å:
Zr (-0.038, 0.144, -2.576)  1.6249
C (-0.666, 3.330, 2.396)  -0.0904
C (0.325, 3.253, 1.429)  -0.0712
C (0.047, 2.725, 0.178)  -0.0233
C (-1.239, 2.278, -0.101)  -0.2509
C (-2.240, 2.365, 0.861)  -0.0440
C (-1.950, 2.889, 2.108)  -0.0887
N (-1.508, 1.686, -1.374)  -0.0172
N (-2.640, 1.955, -1.823)  0.1133
C (-2.959, 1.367, -3.054)  -0.3046
C (-4.201, 1.715, -3.585)  -0.0388
C (-4.572, 1.190, -4.806)  -0.1048
C (-3.693, 0.337, -5.469)  -0.0883
C (-2.463, 0.003, -4.915)  -0.1256
C (-2.052, 0.498, -3.677)  -0.1995
H (-0.434, 3.724, 3.378)  0.0971
H (1.328, 3.591, 1.655)  0.0949
H (0.808, 2.655, -0.590)  0.0874
H (-3.232, 2.002, 0.624)  0.1028
H (-2.724, 2.938, 2.864)  0.0974
H (-4.840, 2.396, -3.036)  0.1024
H (-5.528, 1.445, -5.248)  0.0910
H (-3.970, -0.070, -6.435)  0.0950
H (-1.805, -0.658, -5.465)  0.0691
S (-0.304, -2.320, -3.629)  0.6370
C (-1.446, -2.502, -2.353)  -0.7538
C (-2.156, -3.670, -2.037)  -0.0959
C (-3.005, -3.659, -0.952)  -0.0851
C (-3.142, -2.504, -0.181)  -0.0757
C (-2.418, -1.389, -0.551)  -0.1272
N (-1.614, -1.385, -1.615)  -0.0997
H (-2.017, -4.554, -2.642)  0.0978
H (-3.559, -4.553, -0.694)  0.1002
H (-3.786, -2.476, 0.686)  0.0952
H (-2.452, -0.474, 0.029)  0.0974
O (2.554, 2.780, -4.723)  -0.4312
Se (1.257, 2.184, -4.021)  0.7982
O (0.867, 0.593, -4.471)  -0.5870
O (1.445, 1.755, -2.390)  -0.5820
O (-0.127, 2.999, -4.057)  -0.4458
O (2.047, -1.001, -2.000)  -0.0553
C (1.862, -0.809, -0.796)  -0.5692
N (2.730, -1.005, 0.236)  0.1753
C (2.041, -0.780, 1.501)  -0.2621
C (0.623, -0.365, 0.985)  -0.4319
O (-0.301, -0.110, 1.727)  0.0809
N (0.664, -0.320, -0.363)  0.0798
C (2.589, 0.416, 2.266)  -0.1523
C (3.459, 1.319, 1.667)  -0.0196
C (3.883, 2.446, 2.360)  -0.0916
C (3.430, 2.685, 3.648)  -0.1052
C (2.547, 1.793, 4.243)  -0.0813
C (2.130, 0.664, 3.557)  -0.0215
C (2.033, -2.048, 2.340)  -0.1461
C (0.898, -2.830, 2.511)  -0.0045
C (0.970, -4.012, 3.238)  -0.0753
C (2.169, -4.423, 3.798)  -0.0989
C (3.307, -3.643, 3.631)  -0.0850
C (3.235, -2.462, 2.912)  -0.0338
H (3.498, -1.649, 0.142)  0.1593
H (3.792, 1.147, 0.652)  0.1169
H (4.561, 3.141, 1.883)  0.1024
H (3.757, 3.567, 4.185)  0.0966
H (2.179, 1.980, 5.244)  0.0999
H (1.428, -0.023, 4.012)  0.1239
H (-0.045, -2.513, 2.087)  0.1108
H (0.079, -4.613, 3.365)  0.1014
H (2.219, -5.344, 4.363)  0.0965
H (4.248, -3.953, 4.068)  0.0988
H (4.118, -1.841, 2.802)  0.1213

***

Record 3
DFT (ωB97M-V with the def2-TZVPD basis set) results for C56H55AlN6O2S2 as an isolated structure.

2S+1 = 1
Max |F| = 0.7 eV/A
E_tot = -100274.45492 eV
LUMO (spin up / spin down) = 4.0 / 4.0 eV
Total charge = -2
Gap between HOMO and LUMO (spin up / spin down) = 5.7 / 5.6 eV

Last column: Löwdin charge in e.
Atoms and positions in Å:
Al (0.159, -1.410, 0.032)  -0.1568
C (1.327, 2.547, -2.227)  -0.0490
C (1.032, 3.434, -1.013)  -0.3638
C (1.895, 4.698, -1.020)  -0.0791
C (-0.453, 3.745, -0.938)  -0.1390
C (-1.012, 4.742, -1.719)  -0.0537
C (-2.363, 5.043, -1.629)  -0.0944
C (-3.151, 4.338, -0.736)  -0.0573
C (-2.643, 3.317, 0.064)  -0.1376
C (-3.610, 2.602, 1.004)  -0.3597
C (-4.809, 2.032, 0.240)  -0.0692
C (-4.121, 3.535, 2.110)  -0.0618
C (-1.267, 2.999, -0.056)  -0.1666
N (-0.664, 1.903, 0.561)  0.1632
C (-0.537, 1.788, 1.831)  -0.1854
C (0.038, 0.636, 2.534)  -0.1487
N (0.436, -0.545, 1.959)  0.0598
C (1.444, -1.181, 2.767)  -0.2538
C (2.676, -0.502, 2.936)  -0.1739
C (3.684, -1.095, 3.678)  -0.0521
C (3.515, -2.348, 4.238)  -0.0862
C (2.297, -2.988, 4.098)  -0.0524
C (1.230, -2.422, 3.399)  -0.1439
C (-0.085, -3.206, 3.489)  -0.3460
C (-0.770, -3.544, 2.168)  -0.0578
C (-1.103, -2.535, 4.421)  -0.0603
C (2.963, 0.870, 2.322)  -0.3450
C (4.215, 0.867, 1.431)  -0.0686
C (3.142, 1.941, 3.407)  -0.0440
C (0.192, 1.052, 3.947)  -0.0971
C (0.683, 0.496, 5.122)  -0.0246
C (0.689, 1.251, 6.317)  -0.0817
C (0.250, 2.546, 6.399)  -0.0543
C (-0.246, 3.170, 5.226)  -0.1726
C (-0.692, 4.511, 5.108)  -0.0390
C (-1.082, 5.004, 3.890)  -0.0802
C (-1.092, 4.200, 2.722)  -0.0280
C (-0.725, 2.884, 2.828)  -0.0623
C (-0.278, 2.397, 4.065)  -0.0943
H (2.386, 2.276, -2.268)  0.0682
H (1.061, 3.067, -3.154)  0.0855
H (0.742, 1.626, -2.173)  0.0572
H (1.287, 2.863, -0.121)  0.1169
H (1.791, 5.251, -1.958)  0.0639
H (2.950, 4.432, -0.906)  0.0696
H (1.618, 5.365, -0.199)  0.0763
H (-0.385, 5.297, -2.409)  0.1017
H (-2.797, 5.817, -2.251)  0.0884
H (-4.205, 4.587, -0.662)  0.1015
H (-3.082, 1.767, 1.464)  0.1087
H (-5.461, 2.835, -0.119)  0.0676
H (-5.397, 1.379, 0.891)  0.0780
H (-4.475, 1.444, -0.612)  0.0621
H (-4.642, 4.395, 1.676)  0.0741
H (-3.310, 3.908, 2.732)  0.0428
H (-4.827, 3.003, 2.756)  0.0783
H (4.635, -0.583, 3.791)  0.1047
H (4.326, -2.828, 4.775)  0.0903
H (2.157, -3.962, 4.553)  0.1022
H (0.189, -4.158, 3.949)  0.1161
H (-1.102, -2.651, 1.646)  -0.0077
H (-1.657, -4.154, 2.360)  0.0933
H (-0.109, -4.103, 1.506)  0.0831
H (-1.433, -1.583, 4.004)  0.0790
H (-0.692, -2.355, 5.416)  0.0702
H (-1.981, -3.181, 4.525)  0.0728
H (2.117, 1.156, 1.701)  0.1140
H (5.123, 0.770, 2.035)  0.0676
H (4.278, 1.807, 0.874)  0.0718
H (4.193, 0.040, 0.722)  0.0409
H (4.017, 1.715, 4.024)  0.0766
H (2.273, 2.008, 4.062)  0.0542
H (3.298, 2.920, 2.944)  0.0815
H (1.084, -0.500, 5.159)  0.0957
H (1.081, 0.775, 7.209)  0.0964
H (0.302, 3.093, 7.335)  0.0968
H (-0.699, 5.152, 5.984)  0.1008
H (-1.394, 6.039, 3.811)  0.0972
H (-1.398, 4.632, 1.778)  0.1097
S (-2.101, -0.936, 0.079)  0.7847
C (-2.116, -0.586, -1.635)  -0.7597
N (-3.297, -0.433, -2.223)  0.0192
N (-3.211, -0.044, -3.528)  -0.0124
C (-4.271, -0.150, -4.372)  -0.2568
C (-5.503, -0.681, -3.953)  -0.0378
C (-6.558, -0.775, -4.844)  -0.1239
C (-6.436, -0.344, -6.162)  -0.1509
C (-5.219, 0.191, -6.575)  -0.1341
C (-4.151, 0.288, -5.703)  -0.0506
N (-1.009, -0.450, -2.380)  0.0095
N (0.196, -0.572, -1.811)  -0.0654
C (1.167, -0.881, -2.785)  -0.2870
C (0.867, -1.699, -3.881)  -0.0191
C (1.849, -2.032, -4.804)  -0.1034
C (3.148, -1.565, -4.653)  -0.1259
C (3.449, -0.744, -3.572)  -0.0992
C (2.469, -0.392, -2.659)  -0.0954
H (-2.285, 0.137, -3.891)  0.1178
H (-5.590, -1.022, -2.930)  0.0940
H (-7.495, -1.205, -4.507)  0.0892
H (-7.264, -0.432, -6.854)  0.0768
H (-5.101, 0.539, -7.595)  0.0870
H (-3.202, 0.694, -6.037)  0.1014
H (-0.133, -2.103, -3.961)  0.1101
H (1.600, -2.682, -5.635)  0.0907
H (3.922, -1.854, -5.355)  0.0827
H (4.462, -0.384, -3.434)  0.0933
H (2.703, 0.263, -1.831)  0.0820
O (-0.655, -4.859, -1.755)  0.0505
C (0.144, -4.169, -1.141)  -0.5497
O (-0.170, -3.064, -0.552)  -0.0989
C (1.577, -4.602, -1.001)  -0.1326
C (1.875, -5.904, -1.410)  -0.0427
C (3.139, -6.444, -1.279)  -0.1190
C (4.146, -5.655, -0.724)  -0.1214
C (3.873, -4.364, -0.326)  -0.1410
C (2.587, -3.794, -0.450)  -0.5160
S (2.467, -2.142, 0.103)  0.8631
H (1.063, -6.480, -1.836)  0.1073
H (3.337, -7.465, -1.584)  0.0820
H (5.145, -6.058, -0.597)  0.0866
H (4.648, -3.749, 0.116)  0.0845

***

Record 4
DFT (ωB97M-V with the def2-TZVPD basis set) results for C17H35AsF12O21S2V3 as an isolated structure in a non-equilibrium geometry.

2S+1 = 1
Max |F| = 5.0 eV/A
E_tot = -253378.12107 eV
LUMO = 1.0 eV
Total charge = -1
Gap between HOMO and LUMO = 7.5 eV

Last column: Löwdin charge in e.
Atoms and positions in Å:
O (-2.297, 1.586, 1.583)  -0.3361
V (-0.981, 2.116, 2.295)  0.9556
O (-1.494, 3.187, 3.307)  -0.2654
O (3.545, -1.924, 3.704)  -0.2765
V (3.755, -0.858, 2.580)  1.0293
O (4.471, -1.612, 1.301)  -0.3734
O (-2.832, -3.841, 4.147)  -0.3069
V (-1.551, -3.607, 3.154)  0.9541
O (-0.286, -4.262, 3.787)  -0.2548
C (-2.326, 0.239, 6.038)  -0.5994
F (-3.530, 0.010, 5.348)  0.0591
F (-2.312, 1.458, 6.413)  0.2067
F (-2.257, -0.533, 7.105)  0.1408
S (-0.839, -0.355, 4.819)  0.5905
O (0.367, -0.382, 5.595)  -0.2392
O (-1.256, -1.639, 4.229)  -0.3511
O (-0.811, 0.722, 3.874)  -0.3546
S (2.366, 1.569, 3.016)  0.2201
O (1.131, 1.738, 2.233)  -0.4018
O (2.356, 0.385, 3.846)  -0.3678
O (3.539, 1.370, 2.179)  -0.3616
O (2.472, 2.726, 3.869)  -0.3045
As (0.418, -1.493, 0.498)  1.0355
F (-1.041, -1.786, -0.546)  -0.2652
F (1.136, -3.058, 0.004)  -0.2401
F (1.849, -1.294, 1.611)  -0.2778
F (-0.322, 0.020, 1.048)  -0.2506
F (-0.525, -2.268, 1.824)  -0.2828
F (1.374, -0.580, -0.732)  -0.2436
C (-4.322, -1.466, 2.094)  -0.0716
O (-3.639, -2.680, 1.899)  -0.2470
C (-3.961, -3.467, 0.711)  -0.1136
C (-2.783, -4.394, 0.299)  -0.1044
O (-1.895, -4.812, 1.390)  -0.2664
C (-0.949, -5.832, 1.180)  -0.0798
H (-5.051, -1.289, 1.304)  0.0904
H (-3.716, -0.565, 2.186)  0.0800
H (-4.874, -1.522, 3.032)  0.0945
H (-4.069, -2.816, -0.157)  0.1153
H (-4.882, -4.025, 0.879)  0.1289
H (-2.139, -4.028, -0.501)  0.1162
H (-3.261, -5.227, -0.216)  0.1262
H (-0.511, -6.236, 2.093)  0.0956
H (-0.101, -5.484, 0.591)  0.0981
H (-1.329, -6.724, 0.682)  0.0984
C (7.656, 3.046, -2.380)  -0.0874
O (8.446, 2.018, -3.024)  -0.2079
C (7.922, 0.695, -2.786)  -0.1684
C (6.433, 0.382, -3.232)  -0.1827
O (5.526, 0.724, -2.175)  -0.2342
C (4.390, -0.133, -2.038)  -0.0883
H (7.915, 2.979, -1.323)  0.0900
H (6.600, 2.935, -2.626)  0.0773
H (7.847, 4.080, -2.665)  0.0775
H (7.904, 0.620, -1.699)  0.1167
H (8.545, -0.131, -3.132)  0.1122
H (6.582, -0.697, -3.263)  0.1055
H (6.033, 0.825, -4.144)  0.1250
H (3.735, 0.318, -1.293)  0.0790
H (4.721, -1.157, -1.862)  0.0888
H (3.847, -0.065, -2.980)  0.0776
C (-0.135, 2.092, -1.683)  -0.0834
O (-0.643, 2.840, -0.584)  -0.2045
C (-0.898, 4.169, -1.023)  -0.1893
C (-1.340, 4.971, 0.220)  -0.1516
O (-0.525, 4.743, 1.381)  -0.2230
C (0.729, 5.316, 1.418)  -0.1110
H (-0.185, 1.035, -1.419)  0.0564
H (0.876, 2.389, -1.962)  0.1016
H (-0.833, 2.184, -2.515)  0.0790
H (-1.600, 4.196, -1.857)  0.1197
H (-0.007, 4.581, -1.498)  0.1182
H (-2.361, 4.781, 0.551)  0.1276
H (-1.457, 6.033, 0.005)  0.1190
H (0.681, 6.404, 1.361)  0.0891
H (1.535, 4.894, 0.817)  0.1007
H (1.071, 5.175, 2.443)  0.0980
C (-2.543, -0.597, -2.632)  -0.0642
C (-2.610, -0.442, -4.162)  -0.1599
O (-3.964, -0.060, -4.563)  0.0333
C (-4.664, -0.880, -5.373)  -0.3076
O (-4.247, -1.887, -6.013)  0.0973
C (-6.171, -0.600, -5.513)  -0.5714
F (-6.471, 0.648, -5.602)  0.2191
F (-6.663, -1.307, -6.593)  0.1196
F (-6.789, -1.107, -4.448)  0.1663
H (-2.695, 0.292, -2.020)  0.0824
H (-1.544, -0.954, -2.381)  0.0555
H (-3.187, -1.359, -2.193)  0.0664
H (-2.239, -1.340, -4.657)  0.1175
H (-1.866, 0.289, -4.480)  0.1187